C42H61F3N2O3P2S2SiSr as an isolated structure at a distorted geometry, computed with ωB97M-V/def2-TZVPD.

Cartesian coordinates (Å):
Sr  2.25486  3.14399  1.80877
C  -0.15536  1.67576  1.14917
Si  -1.25070  0.13908  0.57223
C  -2.23893  -0.52426  2.08676
C  -3.55127  -0.50155  2.56753
C  -3.87378  -1.41332  3.58866
C  -2.94072  -2.33064  4.08269
C  -1.64284  -2.29452  3.64374
C  -1.29088  -1.41548  2.63960
P  0.06074  -1.51705  1.43119
C  0.13029  -3.36621  0.92708
C  0.22029  -3.61548  -0.60718
C  1.17284  -4.77681  -0.91136
C  0.84611  -5.93059  0.01999
C  1.03036  -5.70921  1.51907
C  1.10079  -4.19311  1.80963
C  1.74019  -0.98714  2.32441
C  1.74586  -1.47333  3.80719
C  3.18912  -1.48327  4.38612
C  4.28826  -2.08295  3.47069
C  4.29219  -1.57631  2.05697
C  2.91457  -1.41325  1.40628
C  -2.59455  0.93576  -0.48953
C  -3.62690  1.64501  0.09092
C  -4.56829  2.28860  -0.71738
C  -4.43532  2.31164  -2.08109
C  -3.33548  1.71147  -2.68818
C  -2.46180  0.96216  -1.90815
P  -1.04216  -0.10736  -2.37407
C  -1.99729  -1.62497  -2.91814
C  -3.22828  -2.00080  -1.96501
C  -4.29455  -2.92759  -2.61304
C  -3.78534  -3.53453  -3.89586
C  -3.26350  -2.54466  -4.94663
C  -2.39505  -1.43827  -4.38421
C  0.15132  0.99480  -3.76466
C  -0.78864  1.72545  -4.71094
C  -0.12507  2.16276  -6.02884
C  1.57678  2.33230  -5.69529
C  2.10962  0.96554  -5.53491
C  1.12898  0.14712  -4.71498
H  -0.65071  2.52638  1.75632
H  0.26014  2.19380  0.26781
H  0.73278  1.29124  1.64926
H  -4.37968  0.03962  2.08587
H  -4.87302  -1.41058  4.04817
H  -3.23774  -3.02070  4.86322
H  -0.91248  -3.03615  3.98629
H  -0.87587  -3.69364  1.22662
H  0.58296  -2.71069  -1.08612
H  -0.79409  -3.82407  -1.00575
H  2.25523  -4.49509  -0.90456
H  0.97260  -5.09486  -1.96493
H  1.39675  -6.83744  -0.26354
H  -0.23896  -6.16646  -0.15772
H  1.96509  -6.14237  1.91937
H  0.23075  -6.20043  2.10600
H  2.14184  -3.93540  1.62461
H  0.96259  -4.00067  2.85904
H  1.77364  0.11022  2.41140
H  1.33086  -2.50987  3.85238
H  1.06142  -0.79573  4.37284
H  3.30701  -2.04630  5.32170
H  3.52757  -0.45990  4.66372
H  4.13860  -3.18817  3.36939
H  5.28565  -1.91772  3.94747
H  4.85059  -2.27739  1.37103
H  4.87549  -0.65101  1.89197
H  2.73540  -2.34317  0.82744
H  2.98266  -0.65259  0.59442
H  -3.74919  1.72282  1.16904
H  -5.41155  2.77796  -0.25590
H  -5.17985  2.85751  -2.65639
H  -3.10178  1.96510  -3.70939
H  -1.18808  -2.39276  -2.83252
H  -3.66026  -1.05307  -1.62146
H  -2.88569  -2.48510  -1.04332
H  -5.28691  -2.39249  -2.79767
H  -4.60156  -3.71468  -1.92292
H  -4.51403  -4.17027  -4.39740
H  -3.01529  -4.27902  -3.66499
H  -4.14533  -2.13806  -5.48661
H  -2.76661  -3.10641  -5.73133
H  -2.94354  -0.47358  -4.36847
H  -1.51072  -1.29504  -5.01534
H  0.77896  1.53225  -3.11386
H  -1.45543  2.50951  -4.27817
H  -1.53316  0.99338  -5.09237
H  -0.45248  3.12587  -6.42191
H  -0.14542  1.42488  -6.85440
H  1.49917  3.05617  -4.90094
H  2.16564  2.96083  -6.38416
H  3.10348  0.93477  -5.04428
H  2.22198  0.27143  -6.40175
H  1.68930  -0.68766  -4.28096
H  0.31681  -0.18819  -5.43570
F  6.32140  2.96121  3.40205
C  5.77951  2.94190  2.15329
F  4.74501  3.94687  2.22756
F  4.87206  1.84876  2.05188
C  1.66376  5.26735  6.21495
C  0.96520  6.05043  5.15966
N  1.00142  5.75670  3.86400
C  0.35299  6.80208  3.25554
C  -0.14576  7.71621  4.19756
N  0.26295  7.20870  5.42873
H  2.29665  5.94458  6.79319
H  2.27934  4.58604  5.65625
H  0.97692  4.88885  6.97930
H  0.25799  6.76563  2.14433
H  -0.55082  8.72773  4.11158
H  0.14731  7.52550  6.40489
O  2.96594  3.50065  0.00796
S  2.50109  4.40059  -1.29345
O  3.38202  5.56191  -1.65468
O  2.29721  3.49274  -2.34957
S  0.92578  5.23977  -0.28484

Its spin multiplicity is 1. The calculation puts the total energy at -4070.90342 a.u. The calculation puts the orbital gap (spin up / spin down) at 2.9 / 2.5 eV. The HOMO energy (spin up / spin down) is 0.61 / 1.08 eV. As for the net charge: -2. The value obtained for the energy above the lowest of the compared OMol25 structures with the same formula, charge and spin is 300.60 kJ/mol.

Löwdin atomic charge list, values in e, 5 entries:
1. Sr 1.363
2. C -0.243
3. Si 0.501
4. C -0.302
5. C -0.160